No. 1
Density functional theory data (wB97M-V/def2-TZVPD) for a structure of composition C3H4LiNaO5.

Its total charge is 0. The calculation puts the frontier orbital gap at 6.7 eV.

Atoms and positions in Å:
C1 0.71822 -0.48546 -2.38073
C2 0.99349 0.96577 -2.70955
O1 1.65606 1.30636 -3.65812
O2 -0.16341 -0.64571 -1.30016
H1 1.67681 -0.94912 -2.09977
H2 0.35159 -0.99932 -3.28323
H3 0.56414 1.70766 -1.99661
Na1 0.16321 -1.09935 1.06023
O3 -1.90870 -0.09485 2.06519
C3 -1.30386 -0.00697 3.17896
O4 -0.05118 -0.40647 3.23569
O5 -1.77851 0.54737 4.22461
Li1 0.16380 0.53165 5.15316
H4 -1.08166 -0.37155 -1.48967


No. 2
Density functional theory data (wB97M-V/def2-TZVPD) for a structure of composition C3H4MgO2.

Its total charge is 0. The calculation puts the frontier orbital gap at 8.6 eV.

Atoms and positions in Å:
C1 1.30740 -0.01292 -0.95656
C2 0.89933 -0.43702 -2.16825
O1 -0.53934 -0.85726 2.24793
C3 -1.45344 -0.15320 2.72291
O2 -1.62784 0.91252 1.78095
H1 2.40091 -0.06298 -0.82396
H2 1.59219 -0.67146 -2.98872
H3 -2.39315 1.46466 1.96682
Mg1 -0.00718 0.30952 0.63677
H4 -0.17888 -0.49187 -2.41790


No. 3
Density functional theory data (wB97M-V/def2-TZVPD) for a structure of composition C3H4MgO4Sm.

Its total charge is +1. The calculation puts the frontier orbital gap (spin up / spin down) at 1.4 / 5.3 eV. The spin multiplicity is 8.

Atoms and positions in Å:
O1 -3.46183 2.40420 1.99176
C1 -3.24640 1.20997 1.44465
O2 -3.72669 0.07173 2.08150
C2 -5.01445 0.19387 2.75158
Mg1 -4.92918 2.25406 3.22170
H1 -0.16058 0.63862 0.90832
H2 -4.99598 -0.55177 3.56013
H3 -5.79524 -0.13466 2.03937
H4 -2.71557 1.02624 0.50072
O3 1.40378 -0.76357 0.55704
C3 0.98219 0.42318 0.67017
O4 1.80402 1.37508 0.53634
Sm1 3.59358 -0.07542 0.16584


No. 4
Density functional theory data (wB97M-V/def2-TZVPD) for the molecule C3H4N2.

Its total charge is 0. The calculation puts the frontier orbital gap at 9.9 eV. The structure (SMILES) is c1c[nH]cn1.

Atoms and positions in Å:
C1 0.90682 0.56277 0.43139
C2 -0.34721 0.49399 0.97112
N1 -1.05219 -0.32383 0.12015
C3 -0.21366 -0.66433 -0.89682
N2 0.95482 -0.09530 -0.77851
H1 1.67405 1.27550 0.69417
H2 -0.73639 0.86299 1.89665
H3 -1.87753 -0.85391 0.34009
H4 -0.50335 -1.40102 -1.59355


No. 5
Density functional theory data (wB97M-V/def2-TZVPD) for the molecule C3H4N2.

Its total charge is 0. The calculation puts the frontier orbital gap at 10.9 eV. The structure (SMILES) is C1=NN=CC1.

Atoms and positions in Å:
C1 0.02524 1.12619 0.32027
N1 0.42335 1.26771 -0.90970
N2 0.50798 -0.01735 -1.54372
C2 0.02521 -0.88290 -0.68947
C3 -0.25411 -0.30319 0.60435
H1 -0.01220 1.88768 1.06265
H2 -0.07715 -1.88038 -1.13268
H3 0.62188 -0.71959 1.25401
H4 -1.26020 -0.47819 1.03429


No. 6
Density functional theory data (wB97M-V/def2-TZVPD) for the molecule C3H4N2.

Its total charge is 0. The calculation puts the frontier orbital gap at 8.4 eV.

Atoms and positions in Å:
N1 0.43008 0.19479 1.96628
C1 -0.59895 -0.05110 -1.74964
N2 0.42962 -0.97147 -1.57684
C2 0.39394 -0.33918 -0.43272
C3 0.76784 0.13451 0.70252
H1 1.01299 0.68694 2.62534
H2 -0.40747 -0.23679 2.34259
H3 -0.40002 0.98211 -2.02336
H4 -1.62803 -0.39981 -1.85418


No. 7
Density functional theory data (wB97M-V/def2-TZVPD) for a structure of composition C3H4N2.

Its total charge is 0. The calculation puts the frontier orbital gap at 9.7 eV.

Atoms and positions in Å:
C1 0.83988 -0.83049 0.17004
C2 1.02358 0.55515 0.01060
N1 -0.41817 -1.09537 0.55601
N2 -1.88554 0.67882 -0.35213
C3 -0.94182 0.04066 0.10390
H1 -2.70764 0.13280 -0.61170
H2 1.53699 -1.63485 -0.04839
H3 0.83695 1.17290 0.88144
H4 1.71577 0.98038 -0.70979


No. 8
Density functional theory data (wB97M-V/def2-TZVPD) for the molecule C3H4N2O.

Its total charge is 0. The calculation puts the frontier orbital gap at 9.6 eV. The structure (SMILES) is Oc1c[nH]cn1.

Atoms and positions in Å:
O1 2.31241 -0.37835 -0.04169
C1 0.94765 -0.32025 -0.05869
C2 -0.12555 -1.18260 -0.16912
N1 -1.36857 -0.23039 -0.01472
C3 -0.78564 0.96049 0.13461
N2 0.50943 0.95694 0.11149
H1 2.51721 0.57000 0.12617
H2 -0.30750 -2.22527 -0.39822
H3 -2.41421 -0.16836 0.04688
H4 -1.28743 1.90466 0.26940


No. 9
Density functional theory data (wB97M-V/def2-TZVPD) for the molecule C3H4N2O.

Its total charge is 0. The calculation puts the frontier orbital gap at 9.3 eV.

Atoms and positions in Å:
N1 -0.33626 -1.82591 -0.05825
C1 -0.10310 -0.47102 0.08634
C2 0.43445 0.49237 -0.68261
N2 0.44016 1.61900 0.15711
C3 -0.06423 1.39414 1.37884
O1 -0.40532 0.06177 1.30438
H1 -1.00710 -2.17523 0.61363
H2 -0.56232 -2.11327 -0.99985
H3 0.81043 0.49285 -1.69196
H4 0.79329 2.52531 -0.10762


No. 10
Density functional theory data (wB97M-V/def2-TZVPD) for the molecule C3H4N2O.

Its total charge is 0. The calculation puts the frontier orbital gap at 10.7 eV. The structure (SMILES) is [H]/N=C/CN=C=O.

Atoms and positions in Å:
H1 2.50739 0.01064 -0.06906
N1 1.65727 -0.30565 -0.35659
C1 0.62338 0.24822 0.06711
C2 -0.92963 -0.37553 -0.56593
N2 -1.62882 -1.21994 -1.82345
C3 -1.23884 -1.84909 -2.77055
O1 -1.03215 -2.48835 -3.75052
H2 0.34417 1.11963 0.65860
H3 -1.26517 -0.62086 0.42159
H4 -1.52346 0.51541 -0.66694


Taking the records one at a time from the top gives energy above the lowest of the compared OMol25 structures with the same formula, charge and spin values of 9.1; 4.8; 0.9; 3.5; 43.3; 104.9; 72.8; 35.5; 47.8; 85.4 kcal/mol.